# C5H9N2O5

A cluster of 2 separate species, C5H9N2O5 in total (the ωB97M-V functional and the def2-TZVPD basis, the Open Molecules 2025 dataset).

The geometry in XYZ format:
```
21
Properties=species:S:1:pos:R:3:forces:R:3
C 1.327 -0.174 -0.333 -1.42 -0.29 1.28
C -2.195 -0.201 -1.160 -1.50 1.10 -3.40
C -1.121 -1.093 0.921 -0.80 -1.46 1.90
C -1.392 1.429 0.371 0.69 0.04 -0.49
C -1.103 -0.051 -0.145 -0.97 2.52 1.65
N 3.854 -0.531 -0.014 1.38 0.45 1.02
N 4.230 0.414 0.602 0.11 1.44 0.23
O 2.227 -0.145 -1.171 0.69 0.32 -1.74
O 1.399 -0.351 0.871 0.24 0.15 1.28
O 4.284 -1.638 -0.183 -0.53 -1.38 -0.81
O 4.002 1.623 0.728 -0.37 -0.60 -0.24
O 0.045 -0.043 -0.864 1.87 0.25 -2.69
H -2.302 0.679 -1.958 0.87 -1.32 1.82
H -2.034 -1.017 -1.863 0.03 -0.57 0.39
H -3.229 -0.210 -0.810 0.21 -0.46 0.63
H -2.114 -1.556 0.857 0.21 -0.54 0.08
H -1.080 -0.729 1.961 0.09 0.44 -0.49
H -0.290 -1.830 0.938 -0.82 0.44 -0.71
H -0.719 1.865 1.147 -0.06 -0.54 -0.90
H -1.391 1.936 -0.613 0.63 0.55 0.85
H -2.397 1.621 0.718 -0.56 -0.56 0.35
```
Positions in Å, forces in eV/Å.

Calculated values
charge = -1
E_tot = -681.4924 hartree
LUMO = 3.37 eV

Here are the Löwdin charges for atoms 1 to 5, given in e:
1 C -0.726
2 C -0.078
3 C -0.043
4 C -0.025
5 C -0.655

# C5H9N2OS

The ion C5H9N2OS with charge +1 (the ωB97M-V functional and the def2-TZVPD basis, the Open Molecules 2025 dataset).

The geometry in XYZ format:
```
18
Properties=species:S:1:pos:R:3:forces:R:3
C 0.419 -1.377 0.553 1.70 0.11 0.14
C -2.814 -0.993 -0.721 0.06 -0.18 -0.18
C 1.195 -0.138 -0.181 -0.51 -0.28 -1.29
C 0.271 0.972 -0.778 -0.57 0.96 -1.27
C 2.086 0.345 0.948 0.44 1.78 -0.26
N -0.857 -1.586 0.267 0.56 -3.74 2.36
N -1.579 -0.868 -0.485 -2.39 2.47 -2.74
O 1.067 -2.020 1.338 -0.46 -0.10 -0.49
S 2.148 -1.043 -1.412 -0.98 0.81 0.92
H -3.219 -0.272 -1.445 -0.05 -0.42 0.50
H -3.441 -1.773 -0.290 -0.06 -0.01 -0.02
H 0.861 1.677 -1.436 -0.49 -0.83 0.80
H -0.180 1.568 0.023 0.62 -0.11 0.35
H -0.697 0.642 -1.274 2.20 0.21 0.09
H 2.212 1.438 0.953 0.30 -0.42 -0.58
H 3.004 -0.181 1.063 0.80 -0.27 -0.13
H 1.549 0.148 1.819 -0.77 -0.24 1.59
H -1.149 -2.509 0.612 -0.40 0.27 0.21
```
Positions in Å, forces in eV/Å.

Calculated values
charge = +1
E_tot = -778.4027 hartree
LUMO (alpha / beta) = -8.67 / -8.64 eV

Here are the Löwdin charges for atoms 1 to 5, given in e:
1 C -0.459
2 C 0.063
3 C -0.711
4 C -0.082
5 C -0.069

# C5H9N2P

A structure of composition C5H9N2P (the ωB97M-V functional and the def2-TZVPD basis, the Open Molecules 2025 dataset).

The geometry in XYZ format:
```
17
Properties=species:S:1:pos:R:3:forces:R:3
C -0.325 -1.332 -0.167 0.74 0.38 0.89
C 0.983 -1.544 0.701 -2.35 2.78 -0.17
C -0.104 0.015 -0.881 -0.76 0.38 0.44
C -1.249 0.852 -1.809 2.09 -0.19 3.49
C 0.328 1.099 0.159 0.54 -1.48 0.96
N 1.324 -0.376 1.553 0.43 -0.66 0.97
N 0.975 0.888 1.327 -2.30 0.47 -3.00
P -0.964 2.155 -0.538 0.06 0.75 -1.02
H -0.469 -2.253 -0.777 0.08 0.94 0.11
H -1.167 -1.209 0.498 -0.46 -0.24 0.28
H 0.926 -2.386 1.297 -0.23 -1.66 1.41
H 1.738 -1.672 0.027 2.24 -0.45 -1.86
H 0.657 -0.131 -1.562 1.99 -0.38 -1.51
H -2.064 0.159 -1.694 -1.21 0.38 -0.26
H 1.743 -0.557 2.491 -0.70 0.47 -1.43
H -0.755 3.466 -1.160 0.45 -1.11 0.19
H -1.577 2.825 0.535 -0.61 -0.36 0.50
```
Positions in Å, forces in eV/Å.

Calculated values
E_tot = -646.5649 hartree
LUMO (alpha / beta) = 0.58 / 0.58 eV

Here are the Löwdin charges for atoms 1 to 5, given in e:
1 C -0.133
2 C -0.141
3 C -0.433
4 C -0.226
5 C -0.379

# C5H9N2S

The ion C5H9N2S with charge +1 (the ωB97M-V functional and the def2-TZVPD basis, the Open Molecules 2025 dataset).

The geometry in XYZ format:
```
17
Properties=species:S:1:pos:R:3:forces:R:3
C 0.100 -0.918 -0.601 -0.84 1.23 1.29
C -1.198 -0.219 -0.871 1.59 1.79 3.01
C 0.315 0.306 1.374 0.28 0.33 0.88
C -0.518 1.479 1.052 1.20 -1.10 -1.41
C 0.468 -1.977 -1.536 -1.15 1.21 1.23
N 0.793 -0.601 0.438 0.47 -1.01 -0.90
N 0.932 1.682 1.333 2.41 0.81 -1.05
S -1.204 1.586 -0.525 0.24 0.35 -0.80
H -1.501 -0.241 -1.810 -0.98 -0.42 -4.57
H -2.041 -0.484 -0.324 -1.18 -1.42 1.31
H 0.313 -0.007 2.418 -0.16 -0.41 -0.34
H -0.963 1.902 1.846 -2.29 1.39 2.46
H 0.507 -1.687 -2.508 -0.06 1.93 -3.08
H -0.317 -2.665 -1.648 -0.85 -1.67 0.69
H 1.421 -2.270 -1.387 2.84 -1.96 1.13
H 1.272 2.198 2.142 -0.74 -0.41 0.54
H 1.621 1.917 0.606 -0.77 -0.63 -0.39
```
Positions in Å, forces in eV/Å.

Calculated values
charge = +1
E_tot = -703.2840 hartree
LUMO = -3.51 eV

Here are the Löwdin charges for atoms 1 to 5, given in e:
1 C -0.298
2 C -0.318
3 C -0.240
4 C -0.491
5 C 0.023

# C5H9N3

The molecule C5H9N3 (the ωB97M-V functional and the def2-TZVPD basis, the Open Molecules 2025 dataset).

The geometry in XYZ format:
```
17
Properties=species:S:1:pos:R:3:forces:R:3
C 1.003 -0.133 1.567 -3.87 -0.34 -0.34
C 0.634 -0.274 -0.031 2.52 1.29 0.94
C 1.448 0.542 -1.122 -1.99 -1.77 -0.42
C 0.073 0.952 -0.965 -3.04 -4.32 1.11
C -1.834 0.592 0.040 -0.47 2.27 1.38
H 1.469 0.786 2.052 -0.54 -1.13 -1.27
H 1.488 -1.081 1.891 -0.13 0.85 -0.33
H -0.171 -0.233 2.048 3.28 0.45 -0.96
H 2.088 1.056 -0.609 4.51 2.88 2.43
H 1.672 0.291 -2.151 0.47 -0.48 0.26
H -0.248 0.085 -1.633 -1.60 2.45 -0.41
H -2.743 0.837 0.716 1.44 -0.72 -1.37
H -2.097 -1.241 0.243 -2.70 -2.55 1.85
H 0.083 -1.639 -1.256 -1.62 -0.16 2.14
N -1.046 1.560 -0.248 1.55 0.91 -0.86
N -1.599 -0.675 -0.318 1.02 -1.98 -1.57
N -0.222 -1.426 -0.224 1.17 2.37 -2.59
```
Positions in Å, forces in eV/Å.

Calculated values
E_tot = -359.9322 hartree
LUMO = 0.93 eV

Here are the Löwdin charges for atoms 1 to 5, given in e:
1 C -0.026
2 C -0.407
3 C -0.046
4 C -0.218
5 C -0.304

# C5H9N3

The molecule C5H9N3 (the ωB97M-V functional and the def2-TZVPD basis, the Open Molecules 2025 dataset).

The geometry in XYZ format:
```
17
Properties=species:S:1:pos:R:3:forces:R:3
C -1.857 -0.403 -0.145 -1.71 0.00 2.70
C -0.716 -0.150 0.799 -1.20 -1.78 1.79
C 0.611 -0.531 0.227 2.89 3.55 -2.86
C 1.759 0.529 0.615 -1.43 -1.64 -1.76
N 3.090 0.067 0.200 0.16 -0.20 0.30
C 2.549 0.851 -0.623 0.97 0.23 2.53
N 0.391 -0.332 -1.231 -2.47 -2.22 0.11
N -3.042 -0.001 0.487 1.03 0.82 -1.41
H -1.676 0.035 -1.157 0.69 -0.14 -0.93
H -1.977 -1.483 -0.220 0.30 -0.61 -1.25
H -0.786 0.900 1.037 0.57 0.38 0.08
H -1.064 -0.708 1.718 0.84 0.60 -0.59
H 1.524 1.056 1.530 0.79 0.62 0.00
H 3.082 1.361 -1.402 -0.61 0.43 -0.64
H 0.732 0.379 -1.865 0.50 0.79 0.91
H 1.163 -1.478 0.241 -1.07 -0.43 0.83
H -3.782 -0.090 -0.211 -0.27 -0.40 0.18
```
Positions in Å, forces in eV/Å.

Calculated values
E_tot = -359.8303 hartree
LUMO = -2.76 eV

Here are the Löwdin charges for atoms 1 to 5, given in e:
1 C -0.406
2 C -0.206
3 C -0.344
4 C -0.224
5 N 0.116